*P*
DFT (the ωB97M-V functional and the def2-TZVPD basis) results for a 2-piece molecular cluster, C4H11N3O2 overall.

Kohn-Sham gap (spin up / spin down), hartree: 0.372 / 0.208
Expectation value of S²: 0.758
Highest occupied orbital energy (spin up / spin down), eV: -13.6 / -13.6

```
! wB97M-V def2-TZVPD RIJCOSX def2/J DEFGRID3
* xyz 1 2
C -1.85001 -2.29101 0.23573
C -0.23795 -1.19356 1.53055
N 0.17299 -2.37964 2.04956
N -1.24656 -1.06446 0.59041
N 0.56115 -0.11912 1.87717
H -0.34461 -3.17504 2.08440
H -0.23165 0.42784 -1.44006
H -1.46587 -0.25188 0.09417
H 1.07256 -0.30449 2.64870
H 0.16963 0.76387 1.87492
H -1.20006 -3.03777 -0.19622
H -2.66099 -2.14017 -0.50736
H -2.29234 -2.83843 1.10517
C 1.95133 2.82109 -1.78638
C 0.61148 2.20179 -1.54039
O 0.47160 0.84886 -1.18933
O -0.37564 2.80689 -1.77992
H 2.78403 2.34304 -1.14068
H 1.84380 3.97363 -1.61060
H 2.26711 2.60858 -2.89985
*
```

These are the Löwdin partial charges, in e, on atoms 1 to 5: number 1, C, carries -0.082; number 2, C, carries -0.317; number 3, N, carries 0.343; number 4, N, carries 0.080; number 5, N, carries 0.261

=====

*Q*
DFT (the ωB97M-V functional and the def2-TZVPD basis) results for a 2-piece molecular cluster, C4H11N3O2 overall.

Kohn-Sham gap (spin up / spin down), hartree: 0.391 / 0.208
Expectation value of S²: 0.762
Highest occupied orbital energy (spin up / spin down), eV: -13.8 / -13.7

```
! wB97M-V def2-TZVPD RIJCOSX def2/J DEFGRID3
* xyz 1 2
C -0.43071 2.34324 -0.27376
C 0.11668 0.87259 1.64026
N 0.00665 1.06878 0.37324
N -0.21526 1.81675 2.65977
N 0.52618 -0.44867 2.21375
H -1.30214 0.23634 -1.64059
H -1.51875 2.63734 -0.22780
H -0.11443 2.34893 -1.32425
H -0.91229 2.44428 2.64068
H 0.17720 1.54458 3.54821
H 0.76516 -0.39439 3.25648
H 1.12029 -1.03868 1.49929
H -0.09810 3.10674 0.48352
C 0.95707 -2.26677 -2.42757
C -0.06773 -1.49406 -1.56180
O -0.49174 -0.41370 -2.22109
O -0.44966 -1.71178 -0.42296
H 1.64405 -2.98622 -1.81841
H 1.55535 -1.63959 -3.11738
H 0.53999 -3.04344 -3.13746
*
```

These are the Löwdin partial charges, in e, on atoms 1 to 5: number 1, C, carries -0.029; number 2, C, carries -0.333; number 3, N, carries 0.135; number 4, N, carries 0.210; number 5, N, carries 0.177

=====

Which one is most stable, and which one is least stable? *P* is the most stable of them, while *Q* is the least stable.

=====

*P*
DFT (the ωB97M-V functional and the def2-TZVPD basis) results for a 2-piece molecular cluster, C4H11N3O2 overall.

Kohn-Sham gap (spin up / spin down), hartree: 0.397 / 0.226
Expectation value of S²: 0.761
Highest occupied orbital energy (spin up / spin down), eV: -14.0 / -14.0

```
! wB97M-V def2-TZVPD RIJCOSX def2/J DEFGRID3
* xyz 1 2
C -1.10244 -1.72239 2.18670
C -0.38940 0.59303 1.87266
N -0.67751 1.92141 2.17907
N -0.91785 -0.32604 2.63889
N 0.20136 0.51139 0.52356
H -0.15611 2.60220 1.67026
H -0.79866 2.22134 3.20987
H -0.36440 1.32145 -3.43705
H 0.24253 1.36885 0.06152
H -0.29057 -0.13187 -0.07666
H -1.53257 -1.67651 1.18250
H -1.97475 -2.16625 2.76331
H -0.40666 -2.57844 2.22055
C 1.82475 -0.51287 -2.28886
C 0.38466 -0.08132 -2.46013
O 0.08938 0.42294 -3.58885
O -0.50857 -0.01206 -1.73604
H 1.99473 -0.44113 -1.22260
H 2.41663 0.16393 -2.93376
H 1.96545 -1.47764 -2.76494
*
```

These are the Löwdin partial charges, in e, on atoms 1 to 5: number 1, C, carries -0.049; number 2, C, carries -0.323; number 3, N, carries 0.208; number 4, N, carries 0.159; number 5, N, carries 0.178

=====

*Q*
DFT (the ωB97M-V functional and the def2-TZVPD basis) results for a 2-piece molecular cluster, C4H11N3O2 overall.

Kohn-Sham gap (spin up / spin down), hartree: 0.401 / 0.232
Expectation value of S²: 0.765
Highest occupied orbital energy (spin up / spin down), eV: -14.1 / -14.1

```
! wB97M-V def2-TZVPD RIJCOSX def2/J DEFGRID3
* xyz 1 2
C 2.46714 -2.37936 1.05568
C 1.13448 -1.93825 0.54342
O 0.02502 -1.96878 1.28236
O 0.95555 -1.63291 -0.62272
H 2.27947 -3.37728 1.49485
H 2.79778 -1.70436 1.82777
H 3.17720 -2.40564 0.21909
C -1.80615 0.84261 0.54405
C -0.67025 1.95710 -1.26579
N -0.96050 2.61459 -2.37753
N -1.58159 2.11795 -0.17265
N 0.41460 1.18825 -1.21595
H -1.66613 3.35315 -2.40405
H -0.02508 -2.22297 2.20757
H -2.42852 2.40079 -0.67121
H 0.22382 0.21849 -0.95929
H 1.13096 1.32883 -1.91757
H -2.70095 0.99520 1.12833
H -1.02588 0.71831 1.30510
H -1.74096 -0.10571 -0.00147
*
```

These are the Löwdin partial charges, in e, on atoms 1 to 5: number 1, C, carries 0.028; number 2, C, carries -0.554; number 3, O, carries 0.111; number 4, O, carries 0.054; number 5, H, carries 0.110

=====

Which one is most stable, and which one is least stable? *Q* is the most stable of them, while *P* is the least stable.

=====

*P*
DFT (the ωB97M-V functional and the def2-TZVPD basis) results for C2H6ClOP as an isolated structure.

Kohn-Sham gap, hartree: 0.333
Highest occupied orbital energy, eV: -8.5

```
! wB97M-V def2-TZVPD RIJCOSX def2/J DEFGRID3
* xyz 0 1
C 1.50133 -0.28541 -0.46421
C 0.26355 -0.61532 0.38300
O -1.59503 1.52360 0.53815
P -1.58917 0.35594 -0.63063
Cl -2.99240 -0.81448 0.22291
H 2.39865 -0.96870 -0.15899
H 1.07774 -0.24405 -1.49937
H 1.81268 0.76053 -0.23655
H 0.02481 -0.15501 1.36376
H 0.16066 -1.76987 0.41487
H -1.06282 2.21277 0.06705
*
```

These are the Löwdin partial charges, in e, on atoms 1 to 5: number 1, C, carries -0.227; number 2, C, carries -0.320; number 3, O, carries -0.464; number 4, P, carries 0.481; number 5, Cl, carries 0.178

=====

*Q*
DFT (the ωB97M-V functional and the def2-TZVPD basis) results for C2H6ClOP as an isolated structure.

Kohn-Sham gap, hartree: 0.325
Highest occupied orbital energy, eV: -8.3

```
! wB97M-V def2-TZVPD RIJCOSX def2/J DEFGRID3
* xyz 0 1
C -0.69982 1.57005 -0.43377
C 0.89175 -1.02057 0.30324
O 1.47756 -2.34603 0.43019
P -1.20523 -0.17866 -0.65031
Cl -2.26938 -0.31205 1.10236
H -0.04742 2.01801 -1.14137
H -1.60941 2.26059 -0.52547
H -0.09788 1.75306 0.48952
H 1.43007 -0.37192 -0.37719
H 0.64609 -0.60185 1.19119
H 1.48368 -2.77063 -0.38840
*
```

These are the Löwdin partial charges, in e, on atoms 1 to 5: number 1, C, carries -0.475; number 2, C, carries -0.206; number 3, O, carries -0.070; number 4, P, carries 0.487; number 5, Cl, carries 0.097

=====

Which one is most stable, and which one is least stable? *P* is the most stable of them, while *Q* is the least stable.

=====

*P*
DFT (the ωB97M-V functional and the def2-TZVPD basis) results for the molecule C6H7FO.

Kohn-Sham gap, hartree: 0.341
Highest occupied orbital energy, eV: -8.3
SMILES: CC1=C(F)[C@H]2C[C@H]2O1

```
! wB97M-V def2-TZVPD RIJCOSX def2/J DEFGRID3
* xyz 0 1
C -2.30782 -0.68277 0.08777
C -0.88464 -0.12049 0.01426
C -0.33287 1.11287 -0.13087
C 1.06641 0.83280 -0.49285
C 1.94079 0.33346 0.63683
C 1.25665 -0.74474 -0.24725
H -2.44650 -0.84370 1.25211
H -2.21474 -1.68016 -0.46782
H -3.38969 -0.11441 -0.03939
H 1.71663 1.20489 -1.32707
H 3.06783 0.25279 0.56502
H 1.68129 0.55441 1.64287
H 1.76821 -1.22353 -1.22710
O 0.04577 -1.14290 -0.18525
F -0.96732 2.26149 -0.08126
*
```

These are the Löwdin partial charges, in e, on atoms 1 to 5: number 1, C, carries -0.026; number 2, C, carries -0.222; number 3, C, carries -0.223; number 4, C, carries -0.151; number 5, C, carries -0.057

=====

*Q*
DFT (the ωB97M-V functional and the def2-TZVPD basis) results for a 2-piece molecular cluster, C6H7FO overall.

Kohn-Sham gap, hartree: 0.375
Highest occupied orbital energy, eV: -9.4
SMILES: Fc1ccccc1.O

```
! wB97M-V def2-TZVPD RIJCOSX def2/J DEFGRID3
* xyz 0 1
F 0.00000 0.00000 0.00000
C 3.86047 -0.61089 -1.36836
C 3.49477 0.62317 -0.73604
C 2.81574 -1.59167 -1.61120
C 2.18761 0.75679 -0.25616
C 1.49044 -1.33869 -1.20045
C 1.20466 -0.23015 -0.48782
H 4.92293 -0.85269 -1.50367
H 4.30039 1.34887 -0.56301
H 3.12262 -2.53904 -2.07374
H 1.89074 1.68010 0.25860
H 0.78009 -2.14441 -1.42809
O 7.14975 -1.16601 -2.41179
H 6.32333 -1.63635 -2.15863
H 6.84194 -0.31978 -2.80853
*
```

These are the Löwdin partial charges, in e, on atoms 1 to 5: number 1, F, carries 0.086; number 2, C, carries -0.069; number 3, C, carries -0.075; number 4, C, carries -0.059; number 5, C, carries -0.015

=====

Which one is most stable, and which one is least stable? *Q* is the most stable of them, while *P* is the least stable.